{
  "formula": "C53H86N8O5Si2",
  "method": "ωB97M-V/def2-TZVPD",
  "fmax_ev_per_a": 1.1,
  "total_energy_ha": -3464.43110,
  "lumo_ev": 0.45,
  "symbols": ["C", "C", "C", "O", "O", "C", "C", "Si", "O", "C", "C", "C", "C", "C", "C", "C", "O", "Si", "C", "C", "C", "C", "C", "C", "C", "C", "O", "C", "H", "H", "H", "H", "H", "H", "H", "H", "H", "H", "H", "H", "H", "H", "H", "H", "H", "H", "H", "H", "H", "H", "H", "H", "H", "H", "H", "H", "H", "H", "H", "H", "H", "H", "H", "H", "H", "H", "H", "H", "H", "H", "H", "H", "H", "H", "N", "C", "C", "C", "C", "H", "H", "H", "H", "H", "N", "C", "C", "C", "C", "H", "H", "H", "H", "H", "N", "C", "C", "C", "C", "H", "H", "H", "H", "H", "N", "C", "C", "C", "C", "H", "H", "H", "H", "H", "N", "C", "C", "C", "C", "H", "H", "H", "H", "H", "N", "C", "C", "C", "C", "H", "H", "H", "H", "H", "N", "C", "C", "C", "C", "H", "H", "H", "H", "H", "N", "C", "C", "C", "C", "H", "H", "H", "H", "H"],
  "positions_angstrom": [[1.4630, 0.9243, 7.4057], [0.3256, -0.1123, 7.5350], [-0.7993, 0.1979, 6.5835], [-1.5564, 1.1403, 6.6963], [-0.8555, -0.6607, 5.5501], [-2.1736, -0.9631, 5.0315], [-1.9683, -1.9974, 3.9466], [-1.0248, -1.2309, 2.5278], [-2.2021, -0.5512, 1.6140], [-1.8597, 0.4610, 0.6573], [-2.1045, 0.0516, -0.8090], [-2.1653, -1.4617, -1.0168], [-1.1073, 0.6871, -1.7990], [0.3860, 0.5495, -1.4499], [1.1894, 0.1689, -2.6900], [0.9431, 1.8328, -0.8414], [-0.1538, -2.3065, 1.6498], [0.8838, -3.4501, 2.2825], [2.3044, -3.6278, 1.0849], [2.8660, -2.2771, 0.5882], [-0.0853, -5.0395, 2.5543], [0.0401, -6.0698, 1.4157], [-0.9723, -5.8723, 0.2605], [-0.3446, -5.1849, -0.9623], [-1.5812, -7.2186, -0.1347], [1.6557, -2.9094, 3.9170], [2.5153, -1.7935, 3.7191], [2.4164, -0.7614, 4.6773], [1.3726, 1.5108, 6.4921], [2.4333, 0.4257, 7.3908], [1.4690, 1.6110, 8.2520], [0.6905, -1.1213, 7.3481], [-0.1035, -0.0651, 8.5360], [-2.7537, -1.3629, 5.8682], [-2.6599, -0.0602, 4.6583], [-1.4824, -2.8628, 4.4037], [-2.9396, -2.3033, 3.5456], [-0.1320, -0.1508, 2.9977], [-2.4985, 1.3182, 0.8879], [-0.8308, 0.7793, 0.8310], [-3.0938, 0.4487, -1.0651], [-2.4566, -1.6620, -2.0522], [-2.8998, -1.9314, -0.3614], [-1.1954, -1.9305, -0.8445], [-1.2790, 0.1761, -2.7520], [-1.3624, 1.7374, -1.9803], [0.4870, -0.2323, -0.6883], [0.7715, 0.6438, -3.5805], [1.1659, -0.9137, -2.8347], [2.2363, 0.4628, -2.5806], [1.9307, 1.6554, -0.4085], [0.2911, 2.2304, -0.0615], [1.0235, 2.6041, -1.6153], [3.0850, -4.1605, 1.6434], [2.0183, -4.2570, 0.2430], [3.9193, -2.1685, 0.8583], [2.3570, -1.4170, 1.0266], [2.7735, -2.1909, -0.4937], [-1.1398, -4.7670, 2.6702], [0.2393, -5.4705, 3.5067], [1.0562, -6.0851, 1.0156], [-0.1205, -7.0659, 1.8426], [-1.7839, -5.2429, 0.6427], [0.7226, -5.4050, -1.0343], [-0.4762, -4.1018, -0.9439], [-0.7995, -5.5410, -1.8911], [-2.1829, -7.6331, 0.6781], [-0.7922, -7.9418, -0.3595], [-2.2195, -7.1279, -1.0155], [2.2600, -3.7710, 4.2441], [0.9343, -2.7195, 4.7215], [1.7042, 0.0112, 4.3666], [3.4035, -0.3076, 4.7832], [2.1045, -1.1632, 5.6468], [-3.4685, 4.5170, 2.1902], [-4.4938, 4.5213, 3.0939], [-4.1090, 3.7588, 4.1625], [-2.8010, 3.2707, 3.8951], [-2.4324, 3.7571, 2.6657], [-3.4789, 4.9897, 1.3069], [-5.4060, 5.0576, 2.8981], [-4.7001, 3.5592, 5.0405], [-2.2083, 2.6344, 4.5328], [-1.5353, 3.6263, 2.0852], [-3.5433, 4.0112, -4.7405], [-4.1682, 2.8715, -4.3104], [-4.1598, 2.8816, -2.9423], [-3.4954, 4.0710, -2.5320], [-3.1259, 4.7475, -3.6638], [-3.4172, 4.2684, -5.7006], [-4.5676, 2.1576, -5.0093], [-4.5797, 2.1224, -2.3043], [-3.3139, 4.3940, -1.5209], [-2.6134, 5.6863, -3.7904], [3.6294, 3.8431, -2.8189], [3.5882, 4.2388, -4.1259], [4.2699, 3.3113, -4.8697], [4.7271, 2.3056, -3.9737], [4.3113, 2.6626, -2.7195], [3.2144, 4.3387, -2.0525], [3.0768, 5.1369, -4.4236], [4.4120, 3.3393, -5.9372], [5.2822, 1.4177, -4.2246], [4.4360, 2.1731, -1.7691], [0.1094, 5.1381, -6.6777], [1.4312, 4.8723, -6.9210], [1.8491, 5.7083, -7.9216], [0.7336, 6.5073, -8.2988], [-0.3236, 6.1319, -7.5136], [-0.4529, 4.6686, -5.9921], [1.9509, 4.1152, -6.3585], [2.8421, 5.7456, -8.3361], [0.7118, 7.2697, -9.0587], [-1.3386, 6.4878, -7.4791], [-8.6510, 1.2825, 4.7905], [-7.4497, 1.8923, 4.5487], [-6.6556, 1.0034, 3.8762], [-7.4099, -0.1907, 3.7057], [-8.6357, 0.0129, 4.2811], [-9.4239, 1.7015, 5.2703], [-7.2621, 2.9014, 4.8721], [-5.6478, 1.1901, 3.5439], [-7.0878, -1.0937, 3.2154], [-9.4923, -0.6323, 4.3684], [4.6774, -8.8392, -0.9979], [4.8660, -7.7328, -0.2167], [3.6360, -7.2149, 0.0770], [2.6664, -8.0359, -0.5570], [3.3365, -9.0376, -1.2056], [5.4104, -9.4096, -1.3742], [5.8523, -7.3971, 0.0531], [3.4471, -6.3331, 0.6682], [1.6012, -7.8785, -0.5470], [2.9792, -9.8575, -1.8034], [0.9947, 7.1875, -3.8900], [0.6840, 8.4990, -4.1127], [0.2911, 9.0426, -2.9182], [0.3652, 8.0142, -1.9382], [0.8000, 6.8801, -2.5716], [1.3004, 6.5447, -4.5995], [0.7708, 8.9302, -5.0948], [-0.0156, 10.0628, -2.7625], [0.1245, 8.0981, -0.8920], [0.9790, 5.8858, -2.1986], [4.9070, -3.9345, -1.2551], [5.1563, -4.8026, -2.2811], [5.8749, -4.1308, -3.2339], [6.0715, -2.8041, -2.7571], [5.4591, -2.7148, -1.5350], [4.3835, -4.1593, -0.4285], [4.7878, -5.8130, -2.2447], [6.2199, -4.5412, -4.1677], [6.5967, -2.0075, -3.2565], [5.3682, -1.8917, -0.8474]],
  "forces_ev_per_angstrom": [[0.125, -0.071, 0.193], [0.123, 0.281, -0.102], [-0.508, 0.935, -0.080], [0.424, -0.813, 0.082], [-0.108, -0.548, 0.324], [-0.101, 0.185, 0.013], [0.104, 0.014, 0.019], [-0.313, 0.207, -0.149], [0.121, 0.101, -0.282], [-0.324, 0.145, 0.111], [-0.173, -0.024, 0.086], [-0.001, 0.049, -0.093], [-0.144, -0.186, -0.008], [-0.269, 0.171, 0.160], [0.192, -0.299, 0.235], [-0.092, 0.160, -0.030], [0.218, -0.095, 0.396], [-0.190, -0.055, -0.407], [0.162, 0.124, 0.159], [-0.047, 0.191, 0.093], [0.257, 0.242, -0.185], [-0.333, -0.246, 0.239], [0.125, -0.045, 0.009], [-0.110, 0.010, -0.121], [0.036, -0.047, 0.061], [-0.100, -0.074, 0.099], [0.081, 0.132, -0.147], [0.082, -0.069, 0.078], [0.012, 0.007, 0.020], [-0.045, 0.042, -0.002], [-0.075, 0.037, -0.122], [-0.077, 0.041, 0.048], [0.032, -0.102, -0.008], [-0.081, 0.128, -0.097], [0.055, 0.037, 0.062], [-0.039, -0.095, -0.182], [0.034, -0.065, 0.080], [0.078, -0.010, -0.083], [0.124, 0.056, 0.012], [0.107, -0.089, -0.075], [0.036, -0.113, -0.066], [0.033, -0.018, 0.066], [0.106, 0.020, 0.010], [0.023, -0.023, 0.082], [-0.063, 0.108, -0.009], [0.079, 0.019, 0.078], [0.069, -0.124, -0.117], [0.150, 0.072, 0.010], [-0.051, 0.028, -0.167], [-0.027, -0.018, -0.134], [0.018, 0.095, -0.049], [0.054, 0.017, 0.040], [0.070, -0.019, 0.026], [-0.046, -0.124, -0.079], [0.008, -0.036, -0.007], [-0.094, 0.005, -0.065], [-0.041, -0.060, 0.011], [0.041, 0.019, -0.016], [0.041, -0.042, 0.141], [-0.008, -0.070, -0.020], [-0.008, -0.043, 0.012], [-0.011, 0.048, -0.035], [0.018, -0.004, -0.113], [-0.015, -0.011, -0.055], [0.142, 0.009, 0.097], [-0.040, 0.067, 0.075], [0.057, 0.003, -0.008], [-0.029, -0.007, -0.069], [0.005, 0.014, 0.026], [-0.001, 0.025, 0.124], [-0.054, 0.015, -0.101], [-0.026, -0.104, 0.040], [-0.028, -0.002, -0.010], [0.069, 0.067, -0.064], [0.049, -0.034, -0.047], [0.004, 0.001, -0.023], [-0.027, -0.067, 0.090], [0.072, -0.021, -0.139], [-0.121, -0.011, 0.066], [0.003, 0.037, -0.038], [-0.010, 0.009, 0.003], [0.014, 0.002, 0.028], [-0.001, 0.021, 0.035], [0.042, -0.005, 0.037], [0.080, -0.039, 0.015], [-0.007, 0.045, 0.002], [0.053, 0.018, 0.037], [-0.002, -0.036, -0.004], [-0.008, -0.014, -0.015], [-0.042, 0.025, -0.061], [-0.009, -0.010, -0.007], [-0.011, -0.006, 0.008], [0.012, 0.000, 0.013], [0.006, 0.027, 0.013], [-0.068, -0.077, -0.035], [0.033, 0.018, -0.046], [-0.093, -0.073, 0.024], [-0.049, 0.038, -0.035], [0.047, -0.013, 0.085], [0.000, 0.020, 0.046], [0.098, 0.081, 0.030], [0.025, 0.014, -0.011], [0.018, -0.001, 0.004], [0.033, 0.001, 0.012], [-0.011, 0.033, 0.004], [-0.021, -0.048, 0.108], [-0.047, 0.077, 0.019], [0.032, 0.008, 0.011], [0.019, -0.026, 0.029], [-0.025, -0.046, 0.038], [0.017, -0.038, -0.049], [0.009, -0.006, -0.015], [0.001, 0.008, -0.013], [-0.011, 0.023, -0.001], [0.025, -0.010, -0.010], [-0.018, -0.017, -0.002], [0.030, -0.039, -0.021], [0.023, 0.011, 0.006], [0.010, 0.026, 0.002], [-0.041, 0.023, 0.025], [0.007, 0.013, 0.001], [0.009, 0.023, -0.009], [0.004, -0.012, -0.011], [-0.009, -0.012, 0.000], [-0.108, 0.006, 0.036], [0.129, -0.074, -0.012], [-0.065, 0.130, 0.007], [-0.109, 0.043, 0.002], [0.131, 0.126, -0.037], [0.035, -0.043, 0.003], [0.023, -0.023, 0.001], [0.007, -0.037, 0.034], [-0.033, -0.109, 0.008], [-0.005, -0.011, -0.008], [0.008, -0.103, -0.112], [0.002, -0.007, 0.064], [-0.020, -0.015, 0.033], [-0.030, 0.030, -0.017], [0.022, 0.004, -0.030], [-0.036, 0.005, -0.084], [0.006, 0.000, -0.015], [-0.001, 0.015, 0.009], [0.003, 0.007, 0.016], [-0.022, -0.019, 0.004], [0.052, -0.028, -0.016], [-0.052, 0.009, -0.033], [0.039, 0.061, 0.032], [-0.015, -0.034, -0.031], [0.044, -0.022, -0.037], [-0.038, -0.002, 0.004], [0.003, -0.018, -0.013], [0.005, -0.003, -0.015], [0.014, 0.009, -0.005], [0.029, -0.011, -0.047]]
}